[1]
{
  "formula": "C4H10O2",
  "method": "wB97M-V/def2-TZVPD",
  "gap_ev": 8.65,
  "de_lowest_kcal_mol": 100.11,
  "homo_ev": -8.002,
  "species": ["C", "C", "C", "O", "C", "O", "H", "H", "H", "H", "H", "H", "H", "H", "H", "H"],
  "positions_angstrom": [[-1.6767, -0.9037, 0.1376], [-0.5492, 0.1058, -0.1233], [0.6291, -0.5843, -0.8002], [1.5008, 0.4314, -1.3103], [-0.2906, 0.7493, 1.2221], [1.3502, 1.6121, 1.0688], [-2.0791, -1.2869, -0.8052], [-1.3171, -1.7557, 0.7266], [-2.4984, -0.4390, 0.6910], [-0.9236, 0.8535, -0.8378], [0.2840, -1.2126, -1.6335], [1.1562, -1.2222, -0.0765], [2.3554, 0.0375, -1.5181], [0.4717, 2.0980, 1.2295], [0.0722, -0.0130, 1.9240], [1.5151, 1.5298, 0.1051]],
  "forces_ev_per_a": [[-0.07, -0.09, 0.04], [0.00, 0.10, -0.04], [-0.20, -0.30, 0.14], [0.26, 0.05, -0.08], [-0.10, -0.37, -0.04], [-0.17, -0.02, -0.06], [0.07, 0.06, 0.10], [-0.01, 0.12, -0.07], [0.13, -0.03, -0.07], [0.05, -0.07, 0.09], [0.01, 0.07, 0.11], [-0.05, 0.10, -0.08], [-0.09, 0.04, -0.04], [0.25, 0.24, -0.03], [-0.03, 0.03, -0.09], [-0.05, 0.05, 0.13]]
}



[2]
{
  "formula": "CH5IOSi",
  "method": "wB97M-V/def2-TZVPD",
  "smiles": "C[Si@@H](O)I",
  "gap_ev": 10.32,
  "de_lowest_kcal_mol": 5.81,
  "homo_ev": -9.719,
  "species": ["C", "O", "Si", "I", "H", "H", "H", "H", "H"],
  "positions_angstrom": [[0.7391, 1.0233, 0.2398], [-0.0977, -1.8011, 0.3065], [-0.2402, -0.3694, -0.5243], [-2.5809, 0.3179, -0.0222], [1.1624, 0.7733, 1.1882], [1.6091, 1.1491, -0.3651], [0.1180, 2.0150, 0.4574], [-0.9132, -2.3164, 0.4926], [0.2034, -0.7918, -1.7729]],
  "forces_ev_per_a": [[-1.61, 1.59, 0.33], [-0.80, -0.34, 0.31], [-0.79, -0.04, 2.92], [0.09, -0.14, -0.54], [-0.02, -0.59, 0.88], [0.56, 0.79, -0.73], [1.45, -2.10, -0.96], [0.94, 0.66, -0.17], [0.17, 0.15, -2.05]]
}



[3]
{
  "formula": "CF4N2",
  "method": "wB97M-V/def2-TZVPD",
  "smiles": "F/N=C(\\F)N(F)F",
  "gap_ev": 12.40,
  "de_lowest_kcal_mol": 36.37,
  "homo_ev": -11.821,
  "species": ["C", "N", "N", "F", "F", "F", "F"],
  "positions_angstrom": [[-0.4113, -0.3480, 0.0424], [-0.9059, 0.7776, -0.0138], [1.3341, -0.4095, 0.0639], [-0.8336, -1.5568, 0.0712], [-2.2839, 0.7823, -0.0603], [1.5890, 0.2172, -1.1271], [1.5116, 0.5372, 1.0237]],
  "forces_ev_per_a": [[4.39, -1.24, -0.10], [-0.29, 1.03, -0.08], [-4.73, -0.05, -0.03], [-0.82, -0.40, -0.01], [-0.11, -0.31, 0.04], [0.56, 0.35, -0.06], [1.01, 0.61, 0.24]]
}



[4]
{
  "formula": "C3H9BO",
  "method": "wB97M-V/def2-TZVPD",
  "smiles": "CCB(C)O",
  "gap_ev": 10.64,
  "de_lowest_kcal_mol": 8.93,
  "homo_ev": -10.060,
  "species": ["B", "C", "C", "C", "O", "H", "H", "H", "H", "H", "H", "H", "H", "H"],
  "positions_angstrom": [[-0.3735, 0.1158, -0.8294], [-1.7513, 0.3741, -0.0147], [1.2608, -0.8888, 1.2992], [0.7626, -0.7609, -0.2232], [-0.1108, 0.8560, -1.9604], [-1.8715, -0.0682, 1.0130], [-2.4799, -0.1003, -0.5257], [-1.8124, 1.4714, 0.0014], [0.9832, -1.8336, 1.6738], [2.3531, -0.8084, 1.2832], [0.9089, -0.1162, 2.1406], [1.6276, -0.5904, -0.7261], [0.3126, -1.8125, -0.3653], [-0.8795, 1.2953, -2.3133]],
  "forces_ev_per_a": [[-0.31, 1.14, 2.07], [3.07, 0.61, 1.62], [-0.75, 2.94, 0.57], [-2.34, -1.90, 2.51], [0.22, -0.95, 0.22], [0.71, 0.65, -0.82], [-3.02, -0.95, -2.06], [-0.66, -0.31, 0.13], [-0.17, -1.13, 0.51], [-0.24, -0.13, 0.12], [0.45, -1.33, -2.16], [2.43, -0.15, -2.09], [0.98, 1.19, -0.53], [-0.38, 0.32, -0.10]]
}



[5]
{
  "formula": "C26H52Cl4O24",
  "method": "wB97M-V/def2-TZVPD",
  "smiles": "COC(=O)OC.COC(=O)OC.COC(=O)OC.COC(=O)OC.COC(=O)OC.COC(=O)OC.COC(=O)OC.COC(=O)OC.ClCCl.ClCCl",
  "gap_ev": 10.92,
  "de_lowest_kcal_mol": 71.96,
  "homo_ev": -10.617,
  "species": ["C", "O", "C", "O", "O", "C", "H", "H", "H", "H", "H", "H", "C", "O", "C", "O", "O", "C", "H", "H", "H", "H", "H", "H", "C", "O", "C", "O", "O", "C", "H", "H", "H", "H", "H", "H", "C", "O", "C", "O", "O", "C", "H", "H", "H", "H", "H", "H", "C", "O", "C", "O", "O", "C", "H", "H", "H", "H", "H", "H", "C", "O", "C", "O", "O", "C", "H", "H", "H", "H", "H", "H", "C", "O", "C", "O", "O", "C", "H", "H", "H", "H", "H", "H", "C", "O", "C", "O", "O", "C", "H", "H", "H", "H", "H", "H", "C", "Cl", "Cl", "H", "H", "C", "Cl", "Cl", "H", "H"],
  "positions_angstrom": [[-9.4947, 2.2300, -3.6304], [-8.6001, 3.3034, -4.0028], [-7.4973, 3.5388, -3.3587], [-7.0183, 2.9074, -2.4551], [-7.0565, 4.6915, -3.8223], [-5.7734, 5.2103, -3.5057], [-10.1890, 2.5652, -2.8598], [-9.0735, 1.3200, -3.2031], [-10.1036, 1.9401, -4.4868], [-5.7101, 5.6036, -2.4911], [-5.4630, 5.9917, -4.1993], [-4.9876, 4.4669, -3.6400], [2.1925, -0.9394, 0.3965], [1.0466, -0.8919, -0.4660], [0.4420, 0.2473, -0.9069], [0.7508, 1.3196, -0.4680], [-0.5285, -0.0331, -1.7871], [-1.3122, 1.0391, -2.3639], [2.0475, -0.3556, 1.3055], [3.0977, -0.5873, -0.0981], [2.2375, -1.9963, 0.6592], [-1.9052, 0.5536, -3.1390], [-0.7334, 1.8389, -2.8259], [-2.0089, 1.4593, -1.6386], [3.7786, 5.8842, -2.3183], [3.6496, 6.9162, -3.2683], [3.7284, 8.2272, -2.8617], [3.7537, 8.6287, -1.6849], [3.5888, 9.0478, -3.9338], [3.7433, 10.4802, -3.8254], [3.0190, 5.7446, -1.5491], [4.7525, 5.9631, -1.8353], [3.7197, 4.9127, -2.8089], [2.9570, 10.9288, -3.2182], [3.8698, 10.9482, -4.8017], [4.7196, 10.6033, -3.3567], [8.0017, 2.9411, -7.9881], [7.7547, 1.9157, -6.9694], [6.9181, 2.1824, -5.8974], [6.3271, 3.2071, -5.6174], [7.1436, 1.1799, -5.0203], [6.6015, 1.2559, -3.7523], [7.1095, 3.2044, -8.5563], [8.7284, 2.5416, -8.6955], [8.4332, 3.8621, -7.5962], [6.5124, 2.2785, -3.3857], [7.2637, 0.7345, -3.0612], [5.6252, 0.7886, -3.6241], [-0.0077, 1.5007, 5.0692], [0.4908, 1.4211, 6.4126], [1.7357, 1.0223, 6.7159], [2.5776, 0.8045, 5.8495], [1.8508, 0.8517, 7.9717], [3.0970, 0.2937, 8.4511], [0.0676, 0.5626, 4.5193], [0.5698, 2.2492, 4.5266], [-1.0699, 1.7448, 5.0835], [3.0735, 0.1789, 9.5348], [3.9655, 0.9251, 8.2637], [3.2495, -0.6937, 8.0154], [1.9113, -3.9905, 4.9646], [3.2154, -3.5367, 4.8930], [4.1999, -4.2917, 5.2727], [4.0317, -5.3973, 5.8127], [5.4105, -3.7109, 5.0561], [6.6476, -4.3920, 5.3286], [1.7255, -4.6996, 5.7713], [1.5368, -4.3461, 4.0048], [1.2816, -3.1232, 5.1628], [6.6958, -5.4192, 4.9671], [6.7478, -4.5802, 6.3976], [7.4174, -3.7724, 4.8688], [1.5811, -8.3321, 3.1919], [0.8159, -8.4865, 4.3651], [-0.5066, -8.8397, 4.2713], [-1.0615, -9.2497, 3.2374], [-0.9898, -8.7753, 5.4907], [-2.2546, -9.3886, 5.7912], [1.6415, -7.3000, 2.8466], [1.3290, -8.9231, 2.3114], [2.6318, -8.5603, 3.3711], [-2.8671, -9.3684, 4.8897], [-2.7313, -8.7935, 6.5701], [-2.2401, -10.4599, 5.9917], [-8.1503, -2.6136, -3.2839], [-8.7599, -2.8017, -2.0599], [-9.9444, -3.4563, -1.9139], [-10.6925, -3.8735, -2.7945], [-10.1620, -3.5397, -0.5841], [-11.3586, -3.9738, -0.0204], [-8.9057, -2.3484, -4.0236], [-7.7813, -3.5844, -3.6148], [-7.3818, -1.8433, -3.2210], [-12.0935, -3.1770, -0.1354], [-11.1926, -4.2527, 1.0201], [-11.8922, -4.8010, -0.4884], [-5.9812, 2.5425, -8.5402], [-7.7013, 2.2812, -8.5320], [-5.2617, 1.1332, -7.5731], [-5.5398, 2.5735, -9.5363], [-5.7730, 3.4804, -8.0252], [7.2671, 1.1581, 5.4451], [8.9573, 0.9140, 5.8988], [7.0015, 0.6854, 3.6594], [6.6532, 0.4372, 5.9851], [6.8645, 2.1357, 5.7102]],
  "forces_ev_per_a": [[-0.43, -0.11, 0.61], [-2.01, -1.29, -1.05], [0.70, 0.12, 1.56], [0.23, -0.38, -0.03], [0.52, 1.45, -1.13], [0.97, -0.47, 0.34], [0.07, 0.43, -0.02], [0.84, 0.28, -0.27], [0.41, 0.36, -0.21], [-0.24, -0.13, 0.02], [-0.86, 0.12, -0.13], [-0.19, -0.40, 0.28], [-0.60, 0.45, 0.11], [-1.22, -0.32, -1.44], [0.93, -0.34, 1.37], [-0.24, 0.70, -0.44], [0.54, -0.14, 0.10], [-0.21, -0.24, 0.08], [-0.13, 0.10, -0.08], [-0.10, -0.12, -0.14], [0.31, 0.17, -0.07], [0.15, -0.04, 0.08], [0.34, -0.20, 0.28], [0.24, -0.02, 0.18], [0.70, -1.01, 0.93], [-0.27, 2.08, -0.44], [-1.23, 0.97, 2.31], [0.45, -1.30, -2.98], [-0.04, -1.28, -0.49], [1.21, -0.67, 1.14], [-0.31, 1.12, 0.02], [-0.06, -0.04, 0.12], [0.31, 0.36, -0.71], [0.04, -0.08, -0.16], [-0.63, -0.60, -0.16], [-0.16, 0.45, 0.42], [-0.34, -0.09, 0.25], [-1.06, 0.84, 0.23], [1.90, 1.31, 0.69], [0.33, -1.38, -1.23], [0.08, -0.32, -1.97], [-0.56, 0.39, 2.03], [-0.19, -0.18, 0.28], [-0.11, -0.41, 0.32], [-0.16, -0.16, 0.49], [0.04, 0.12, -0.25], [0.20, -0.06, -0.26], [-0.14, -0.06, -0.56], [0.89, -0.05, -0.37], [-0.91, 0.00, 0.98], [0.18, -0.28, -4.95], [-0.52, 0.24, 1.19], [0.64, -0.22, 3.11], [0.32, -0.25, 0.08], [0.33, -0.19, 0.28], [-0.18, 0.04, -0.07], [0.25, 0.25, 0.51], [-0.71, 0.15, -0.12], [-0.27, 0.15, -0.50], [0.01, 0.16, -0.17], [-2.10, 0.01, 0.40], [1.20, 1.83, -0.92], [1.33, -3.51, 1.98], [0.83, 2.01, -1.16], [-1.34, 0.13, -0.46], [-0.65, -0.79, 0.51], [0.33, -0.19, -0.24], [0.43, -0.45, -0.04], [0.20, 0.19, 0.15], [-0.36, 0.14, -0.74], [0.23, 0.74, 0.17], [-0.10, -0.11, 0.37], [1.10, 0.37, -1.28], [-1.22, -0.10, -0.01], [0.54, -1.51, -2.86], [1.16, 1.28, 2.69], [-0.23, -0.28, 0.90], [-0.83, 0.28, -1.37], [-0.58, 0.26, 0.24], [-0.74, -0.28, 0.42], [-0.16, -0.31, 0.72], [-0.14, 0.44, -0.03], [0.28, -0.26, 0.01], [0.83, 0.13, 0.57], [-0.64, -0.77, -1.88], [-1.43, -0.37, 2.46], [-0.86, -0.26, -0.93], [1.65, 0.88, 1.55], [1.69, 0.12, -0.82], [-1.88, -0.09, -0.26], [0.06, 0.33, -0.16], [0.58, 0.15, -0.14], [-0.11, -0.25, 0.26], [0.01, 0.29, 0.55], [0.20, 0.37, -0.14], [0.75, -0.39, -0.48], [0.63, -0.67, 0.97], [-0.49, 0.24, -0.45], [0.02, 1.16, -0.76], [-0.26, -0.38, 0.15], [0.09, -0.34, 0.12], [-0.69, -1.26, -0.73], [-0.37, 0.34, -0.04], [0.19, 0.80, 1.51], [0.28, -0.06, -0.11], [0.55, 0.15, -0.66]]
}



[6]
{
  "formula": "CH2F2N2O",
  "method": "wB97M-V/def2-TZVPD",
  "gap_ev": [4.69, 7.06],
  "de_lowest_kcal_mol": 124.36,
  "homo_ev": [-5.978, -7.517],
  "species": ["C", "N", "N", "O", "F", "F", "H", "H"],
  "positions_angstrom": [[0.0205, -1.6054, 0.0449], [-0.0386, -0.3319, 0.0979], [3.0112, -0.2827, 0.5924], [0.2365, -2.7267, 0.0900], [3.2106, -0.3127, -0.7749], [2.0901, 0.7899, 0.6051], [0.4468, 0.2698, 0.9257], [-0.0612, 0.1091, -0.8050]],
  "forces_ev_per_a": [[1.46, 1.18, 0.24], [-0.12, -0.02, 1.48], [0.08, -0.86, 0.57], [-0.55, -0.65, 0.12], [0.39, -0.53, -1.22], [-0.98, 1.54, 1.03], [-0.21, -1.21, -2.06], [-0.07, 0.55, -0.16]]
}